(1)
6
Properties=species:S:1:pos:R:3 method="wB97M-V/def2-TZVPD" multiplicity=1 e_homo_ev="-9.5 / -9.5" relative_energy_kcal_mol=132.46
C -0.204 0.268 0.144
N -0.732 1.320 0.464
O -0.882 2.598 -1.094
Cl -1.686 3.927 -0.734
H -0.087 -0.440 0.968
H 0.146 -0.062 -0.826

---

(2)
6
Properties=species:S:1:pos:R:3 method="wB97M-V/def2-TZVPD" multiplicity=1 smiles=ClN1CO1 e_homo_ev=-10.5 relative_energy_kcal_mol=103.09
C -0.518 0.018 0.011
N 0.701 -0.224 -0.659
O 0.176 -1.188 0.237
Cl 1.994 0.546 0.172
H -0.717 0.814 0.822
H -1.636 0.033 -0.582

---

(3)
7
Properties=species:S:1:pos:R:3 method="wB97M-V/def2-TZVPD" multiplicity=1 smiles="O=[N+]([O-])CCl" e_homo_ev=-11.1 relative_energy_kcal_mol=68.97
C 0.548 -0.485 0.002
N -0.674 0.636 0.126
O -0.650 1.437 1.052
O -1.564 0.456 -0.665
Cl 1.132 -0.590 -1.647
H 1.247 -0.022 0.772
H -0.039 -1.431 0.359

---

Calculated values (eV/Å) of largest force on an atom for the records, taken in order: 3.6; 4.8; 2.9.